1.
Density functional theory data (ωB97M-V/def2-TZVPD) for a 2-piece molecular cluster, C13H15N3 overall.

Properties
Orbital gap (eV): 8.7
2S+1: 1
SMILES: Cc1c[nH]c2ccccc12.Cc1c[nH]cn1
Energy relative to the best compared isomer or geometry (same formula, charge and spin) (kJ/mol): 22.3
DFT total energy (eV): -18194.55432
LUMO level (eV): 0.78
Highest occupied orbital energy (eV): -7.92

Cartesian coordinates (Å):
C -2.4394 -0.4170 1.2107
C -0.9117 -2.3206 0.4965
C -1.7022 -1.6958 1.4025
C -1.1326 -3.5717 2.2633
N -0.4737 -3.4868 1.0591
N -1.8030 -2.4975 2.5291
H -0.7341 -1.9898 -0.5079
H -0.1172 -4.2250 0.4756
H -1.9745 0.2891 0.5096
H -2.4273 0.2366 2.0920
H -0.8600 -4.3586 2.9473
H -3.4246 -0.6494 0.7960
C -0.0125 3.7935 -0.3203
C 0.8388 1.4600 -0.9779
C 0.3246 2.3701 0.0085
C 1.1290 0.2467 -0.2948
C 0.3473 1.7364 1.2011
C 1.8443 0.5088 -2.9389
C 1.9368 -0.7143 -2.2902
C 1.1958 1.5742 -2.3108
C 1.4898 -0.8997 -0.9855
N 0.8650 0.4628 1.0273
H 2.2840 0.7317 -3.9019
H 2.5238 -1.5012 -2.7417
H 0.9704 2.4804 -2.8653
H 1.7405 -1.8192 -0.4777
H -0.7861 3.8440 -1.0990
H 0.8678 4.2754 -0.7469
H 0.2210 2.0985 2.2119
H 0.6619 -0.2715 1.6872
H -0.4420 4.3098 0.5413

---

2.
Density functional theory data (ωB97M-V/def2-TZVPD) for C13H15N8O5STc as an isolated structure.

Properties
Orbital gap (alpha / beta) (eV): 7.7 / 6.0
<S²>: 3.783
2S+1: 4
Charge: +1
Energy relative to the best compared isomer or geometry (same formula, charge and spin) (kJ/mol): 56.7
DFT total energy (eV): -48908.38165
LUMO level (alpha / beta) (eV): -3.94 / -5.62
Highest occupied orbital energy (alpha / beta) (eV): -11.64 / -11.59

Cartesian coordinates (Å):
Tc 0.1243 -0.2570 0.5367
O -1.8890 -0.2112 -0.3711
C -2.3152 -1.0502 -1.4931
C -1.9624 -2.4974 -1.2380
N -0.5320 -2.6456 -1.0680
C -0.1033 -3.6179 -0.0926
C -0.3959 -3.1544 1.3237
O -0.5622 -3.9009 2.2365
O -0.4376 -1.8084 1.5050
C 0.2546 -2.4405 -2.2623
C 0.6889 -0.9913 -2.3406
O 0.7101 -0.3173 -3.3327
O 1.0662 -0.4958 -1.1476
H -2.4382 -0.4214 0.4014
H -1.8029 -0.6474 -2.3641
H -3.3856 -0.9062 -1.6298
H -2.3617 -3.1047 -2.0619
H -2.4599 -2.8369 -0.3257
H 0.9777 -3.7488 -0.1722
H -0.5647 -4.6033 -0.2037
H -0.2858 -2.6896 -3.1789
H 1.1570 -3.0538 -2.2349
C -0.5291 4.5907 -1.4902
C -1.0609 3.9338 -0.2726
N -1.9835 4.3865 0.5144
N -2.1142 3.4387 1.4950
C -1.3043 2.4032 1.3374
S -1.1170 0.9921 2.2874
N -0.6214 2.7099 0.2131
N 0.3836 1.8550 -0.2582
H -1.2110 5.3857 -1.7805
H -0.4411 3.8880 -2.3197
H 0.4519 5.0273 -1.2976
H -2.7807 3.5753 2.2400
H 0.3485 1.7681 -1.2748
H 1.2937 2.2323 0.0050
N 1.8006 -0.1571 1.4559
C 2.7778 -0.1503 2.1113
C 3.8924 -0.1288 2.8692
C 5.1664 -0.0321 2.2341
N 6.1922 0.0539 1.7217
C 3.7473 -0.1760 4.2898
N 3.6267 -0.1962 5.4331

---

3.
Density functional theory data (ωB97M-V/def2-TZVPD) for C13H15NPbS as an isolated structure.

Properties
Orbital gap (alpha / beta) (eV): 3.6 / 3.5
2S+1: 1
DFT total energy (eV): -31286.92392
LUMO level (alpha / beta) (eV): -2.59 / -2.53
Highest occupied orbital energy (alpha / beta) (eV): -6.17 / -6.07

Cartesian coordinates (Å):
C -0.4274 1.4139 -2.4768
C 0.9488 1.3755 -2.0965
C 1.1232 2.2450 -0.9785
C -0.1403 2.8285 -0.6736
C -1.1021 2.3156 -1.5964
Pb -0.7391 -1.6347 0.6838
N -3.7815 -2.2210 1.6850
C 0.5833 -2.4272 -0.7584
C 1.8334 -1.7527 -0.8443
H 2.0619 2.4327 -0.4619
H 1.7279 0.7877 -2.5712
H -0.3322 3.5554 0.1172
H -2.1572 2.5777 -1.6360
H -0.8734 0.8650 -3.3044
H 2.0665 -1.2239 -1.7658
H 0.5946 -3.4588 -0.3368
H -3.8722 -2.1905 0.6547
H 2.6710 -2.0553 -0.2352
H -0.0296 -2.3906 -1.6701
S 1.4277 -0.4109 1.7043
C 0.7667 -0.3542 3.2935
C 1.1001 -1.3453 4.2376
C 0.3509 -1.4702 5.4046
C -0.6862 -0.5660 5.6884
C -0.8834 0.5290 4.8447
C -0.1635 0.6399 3.6531
H 1.9190 -2.0321 4.0078
H 0.5664 -2.2806 6.1082
H -1.3279 -0.7192 6.5729
H -1.6180 1.2933 5.1128
H -0.3443 1.4535 2.9641

---

4.
Density functional theory data (ωB97M-V/def2-TZVPD) for one molecule with the formula C13H15PS.

Properties
Orbital gap (eV): 9.1
2S+1: 1
SMILES: SP(/C=C\[C@@H]1C=CCC1)c1ccccc1
Energy relative to the best compared isomer or geometry (same formula, charge and spin) (kJ/mol): 136.7
DFT total energy (eV): -33845.34897
LUMO level (eV): 0.65
Highest occupied orbital energy (eV): -8.42

Cartesian coordinates (Å):
C 5.1163 1.0474 -0.0209
C 3.8840 1.7019 -0.1388
C 5.1824 -0.3414 0.2693
C 2.7367 1.0461 0.0499
C 3.9868 -1.0442 0.3200
C 2.8076 -0.3372 0.1635
C -0.8992 0.2099 -0.6019
C 0.4028 -0.0889 -0.7577
C -4.0888 0.4179 0.1924
C -2.8213 1.1052 0.6715
C -3.8943 -1.0837 0.2794
C -1.7947 -0.0565 0.5778
C -2.5861 -1.3137 0.3607
P 1.1286 -1.0369 0.5440
S 1.4987 -2.9095 -0.3308
H 6.0593 1.5658 -0.0108
H 3.8773 2.6852 -0.1130
H 6.0818 -0.8396 0.3160
H 1.6888 1.4285 -0.1282
H 4.0140 -2.1502 0.3421
H -1.3517 0.7631 -1.5584
H 0.8352 0.4091 -1.5750
H -4.9105 0.6789 0.7712
H -4.1810 0.6764 -0.8991
H -2.6399 1.9059 -0.0113
H -2.9532 1.2776 1.8396
H -4.6697 -1.8606 0.1368
H 1.3930 -3.4063 0.9834
H -1.1024 -0.1418 1.4760
H -2.0803 -2.3103 0.3705

---

5.
Density functional theory data (ωB97M-V/def2-TZVPD) for C13H16As2CoS5 as an isolated structure.

Properties
Orbital gap (alpha / beta) (eV): 6.5 / 6.3
<S²>: 0.771
2S+1: 2
DFT total energy (eV): -227221.05804
LUMO level (alpha / beta) (eV): -0.10 / -0.44
Highest occupied orbital energy (alpha / beta) (eV): -6.64 / -6.73

Cartesian coordinates (Å):
Co -0.0304 -0.7333 1.2087
C -0.7755 3.0204 1.2964
As 0.2211 1.5086 0.5980
C 2.0807 2.0233 0.8430
C 0.0340 1.6334 -1.3417
C 0.0570 2.8492 -2.0186
C 0.0495 2.8772 -3.4049
C 0.0295 1.6919 -4.1241
C -0.0116 0.4760 -3.4586
C -0.0247 0.4381 -2.0676
As -0.2513 -1.2208 -1.0639
C 0.7332 -2.5560 -2.0713
C -2.1129 -1.6445 -1.4333
H -0.2757 3.9541 1.0419
H -0.8244 2.9158 2.3794
H -1.7850 3.0184 0.8924
H 2.2905 2.9599 0.3270
H 2.7134 1.2321 0.4469
H 2.2701 2.1230 1.9105
H 0.0922 3.7815 -1.4668
H 0.0689 3.8257 -3.9260
H 0.0378 1.7155 -5.2061
H -0.0445 -0.4438 -4.0310
H 0.2443 -2.7489 -3.0252
H 0.7538 -3.4708 -1.4805
H 1.7528 -2.2176 -2.2389
H -2.3059 -1.6163 -2.5055
H -2.7415 -0.9173 -0.9244
H -2.3249 -2.6337 -1.0309
S 0.0731 -4.4484 7.3030
C 0.0104 -3.5955 5.9040
S 0.0154 -1.8602 5.8467
C -0.0039 -1.7091 4.1084
C -0.0034 -2.8637 3.4044
S 0.0004 -2.8621 1.6637
S 0.0129 -4.3395 4.3352
S -0.0255 -0.1627 3.3097

---

6.
Density functional theory data (ωB97M-V/def2-TZVPD) for C13H16Br12N2O2 as an isolated structure.

Properties
Orbital gap (eV): 9.8
2S+1: 1
Energy relative to the best compared isomer or geometry (same formula, charge and spin) (kJ/mol): 0.0
DFT total energy (eV): -861321.64963
LUMO level (eV): -0.19
Highest occupied orbital energy (eV): -9.94

Cartesian coordinates (Å):
N -0.8603 0.3026 -1.1679
C -0.8180 -0.8425 -1.2005
C -0.7417 -2.2899 -1.0947
C -1.7372 -2.7472 -0.0106
C -2.0714 -4.2414 -0.0718
O -1.3183 -4.9229 -1.0801
C 0.7150 -2.7918 -0.9107
C 1.3025 -2.9935 -2.2416
N 1.8298 -3.1859 -3.2412
C 1.6395 -1.8520 -0.1401
C 1.3733 -1.9125 1.3829
C 2.1758 -2.9173 2.1271
O 0.6791 -3.0134 1.8230
H -1.1044 -2.6946 -2.0382
H -2.6566 -2.1919 -0.1883
H -1.3879 -2.4376 0.9679
H -3.1296 -4.3912 -0.2722
H -1.8697 -4.6813 0.9033
H -0.9691 -5.7275 -0.6864
H 0.6890 -3.7779 -0.4677
H 2.6757 -2.1415 -0.2754
H 1.5362 -0.8155 -0.4471
H 1.1973 -0.9671 1.8899
H 2.5523 -3.7328 1.5262
H 2.1117 -3.0229 3.1975
C -2.3403 1.7726 1.1153
Br -3.1170 3.3771 0.3876
Br -0.9613 2.1773 2.3922
Br -3.6801 0.6006 1.8444
H -1.8694 1.2509 0.2925
C -0.3859 5.7706 -1.0366
Br -0.0639 7.4196 -0.0985
Br -1.3210 6.0660 -2.6911
Br 1.2234 4.7536 -1.2740
H -1.0193 5.1534 -0.4193
C 0.1527 3.1995 -5.0141
Br 1.3628 2.2619 -6.1806
Br -1.3682 3.8815 -5.9817
Br -0.3822 2.1109 -3.5198
H 0.6868 4.0506 -4.6152
C 2.2660 3.1968 5.2788
Br 4.0735 2.5402 5.2466
Br 1.8979 4.3360 3.7734
Br 0.9932 1.7576 5.4010
H 2.1580 3.7961 6.1701

---

The highest 2S+1 belongs to which entry?
C13H15N8O5STc